Entry from the Open Molecules 2025 dataset: 8 unconnected molecules or ions with the total composition C37H83F2NO14PS in a non-equilibrium geometry (wB97M-V/def2-TZVPD).

```
139
Properties=species:S:1:pos:R:3:forces:R:3
S -5.184 1.097 1.286 -8.82 3.33 1.64
P -4.258 3.634 2.286 -0.91 0.57 1.41
F 0.510 1.480 -1.407 -1.68 -0.77 2.55
F -4.908 -0.553 0.929 0.01 2.59 0.33
O 6.361 5.650 -3.638 -0.16 -0.08 0.02
O 7.879 1.093 -0.722 0.36 -0.22 0.13
O -6.267 1.754 0.343 5.02 -3.58 2.51
O -2.330 4.427 -1.611 -2.40 -4.45 3.66
O -2.879 -6.727 1.140 0.28 -0.27 0.12
O -5.846 1.163 2.719 3.61 -1.25 -4.75
O -6.599 -2.996 -1.078 0.22 -0.37 0.12
O -1.912 -1.886 5.963 0.16 -0.02 0.06
O -3.010 0.165 3.115 2.83 6.28 -5.28
O 6.661 -3.623 0.155 -0.15 -0.07 0.23
O 0.314 4.191 -0.193 -1.29 1.51 2.14
O 1.543 -2.907 -0.570 -0.01 0.10 -0.02
O -1.317 1.556 1.895 -2.68 -1.70 0.64
O -4.604 3.995 -0.990 7.22 -2.91 1.47
N -0.218 0.412 -4.944 -0.03 -0.70 1.83
C -0.089 1.097 -0.105 0.91 -1.53 0.72
C 0.224 5.665 0.016 0.44 0.85 -0.10
C -2.663 1.130 2.268 -0.01 -2.18 1.23
C -0.300 3.478 0.929 0.68 0.06 0.87
C -2.448 -4.225 5.815 0.22 -0.30 0.13
C 2.156 -4.148 -0.908 -0.08 -0.33 0.68
C -3.638 -4.504 0.629 0.10 0.21 -0.26
C 3.359 -4.379 -0.007 0.32 0.19 -0.16
C 7.697 6.133 -3.534 -0.10 0.23 -0.64
C 6.827 1.828 -1.342 -0.22 0.40 0.63
C 7.436 -3.583 -1.041 0.62 0.25 0.34
C 7.984 -2.179 -1.240 -0.26 0.17 -0.21
C -2.353 -0.040 -3.417 0.36 -0.38 -0.59
C -8.972 -2.616 -1.036 -0.24 -0.28 -0.09
C -1.183 2.138 0.513 1.14 0.61 0.73
C -3.792 3.209 4.138 0.22 0.72 0.95
C 5.505 1.473 -0.680 -0.24 -0.22 -0.17
C -2.703 2.281 -0.060 -1.92 0.10 -1.16
C -3.580 2.148 1.317 2.17 -2.74 0.54
C -0.814 -0.437 -3.801 -0.11 -1.54 -0.44
C 8.561 5.456 -4.586 0.22 -0.30 0.05
C -3.403 5.294 1.994 0.80 2.46 -0.33
C -7.358 -0.773 -1.589 0.11 0.07 -0.15
C 7.119 3.316 -1.233 0.04 0.22 -0.26
C -2.552 1.418 -2.696 -0.96 -0.29 -0.40
C 8.556 -4.607 -0.949 -0.03 -0.38 -0.13
C -3.147 3.640 -0.922 -3.52 5.75 -2.86
C -2.769 -2.898 6.485 -0.20 0.08 -0.70
C -5.252 -6.347 1.182 -0.27 -0.24 -0.13
C -4.218 -2.499 6.256 -0.23 0.15 0.19
C -3.931 -5.992 0.519 -0.17 0.42 0.57
C 1.137 -5.268 -0.769 -0.23 -0.09 -0.28
C 7.701 7.644 -3.703 -0.01 0.26 0.27
C -3.251 1.172 -1.195 -0.33 0.09 -0.88
C -2.256 3.615 4.529 0.32 0.83 0.94
C -7.650 -2.261 -1.698 -0.13 0.49 0.51
C -0.549 -0.501 -0.084 1.36 -0.25 -0.74
H -3.561 -4.196 1.678 -0.13 -0.08 -0.01
H 7.196 3.625 -0.184 -0.13 -0.10 -0.01
H -2.678 -4.265 0.159 -0.16 -0.05 -0.02
H -2.774 -0.908 -2.737 0.84 1.75 -1.24
H 8.147 -5.611 -0.793 0.02 0.13 -0.09
H -0.078 -0.526 -2.877 -1.72 0.50 -1.69
H -1.462 3.451 3.678 -1.67 0.00 1.73
H 6.770 -3.839 -1.872 -0.09 0.00 0.26
H -4.410 1.337 -1.437 2.55 0.06 1.20
H 9.210 -4.396 -0.095 -0.02 0.13 -0.11
H 8.714 8.049 -3.612 -0.10 0.00 -0.04
H -4.260 6.065 1.674 1.76 -2.00 0.52
H 6.336 3.909 -1.715 0.13 -0.02 0.06
H 0.271 -5.082 -1.414 0.15 -0.04 0.04
H 9.162 -4.612 -1.860 -0.02 -0.01 0.11
H 7.910 1.347 0.215 -0.09 -0.07 -0.44
H 1.186 6.162 -0.472 -2.08 -1.22 0.89
H -0.741 6.140 -0.449 1.75 -1.27 0.65
H 9.600 5.795 -4.522 -0.09 -0.04 -0.05
H -4.432 -1.536 6.733 0.06 -0.17 -0.03
H -0.287 1.409 -4.644 0.60 -1.09 -0.32
H 0.785 0.087 -5.007 -1.44 1.07 0.11
H -3.163 0.067 -0.827 0.22 2.06 -0.66
H 8.539 4.368 -4.460 0.03 0.16 0.06
H -1.046 -0.839 0.918 0.75 1.03 -1.88
H 5.314 0.397 -0.756 0.00 0.15 -0.06
H 8.187 5.665 -5.595 0.03 0.13 0.10
H -7.677 -2.554 -2.753 0.17 -0.15 0.17
H 8.572 -2.111 -2.160 -0.02 0.05 0.11
H -0.860 -1.541 -4.255 0.02 2.22 1.01
H -2.229 4.785 4.765 -0.05 -2.53 -0.54
H -1.398 -4.493 5.978 -0.15 0.04 0.05
H -4.427 -2.375 5.188 0.07 -0.10 0.07
H 7.244 -3.396 0.898 -0.23 -0.06 -0.38
H -5.233 -6.104 2.250 0.05 0.13 -0.09
H -1.890 3.103 5.544 -0.79 0.90 -2.34
H -2.993 -0.095 -4.423 1.49 0.19 2.13
H 8.617 -1.882 -0.396 0.01 -0.09 -0.10
H -3.080 -5.028 6.207 0.05 0.03 -0.07
H -4.498 3.933 4.773 1.40 -1.55 -1.46
H 0.612 3.056 1.578 -2.01 0.56 -1.29
H 7.066 8.117 -2.947 0.14 -0.11 -0.06
H 3.862 -5.319 -0.253 0.00 0.10 0.08
H -9.804 -2.079 -1.501 0.06 -0.04 0.09
H 4.673 2.011 -1.145 0.05 -0.07 0.11
H -7.281 -0.465 -0.540 -0.14 -0.03 -0.16
H 0.758 -5.328 0.258 0.15 -0.02 -0.03
H -3.331 2.007 -3.386 1.69 -1.12 1.87
H -6.567 -2.742 -0.141 -0.03 0.06 -0.41
H -9.163 -3.692 -1.111 0.01 0.12 -0.07
H 2.485 -4.078 -1.951 -0.13 0.21 0.13
H -2.599 5.360 1.158 -1.52 -0.31 1.32
H -8.141 -0.180 -2.070 0.10 0.00 0.09
H 3.059 -4.407 1.046 -0.09 -0.11 -0.09
H -2.080 -1.814 5.008 -0.01 0.13 0.34
H -4.903 -3.250 6.661 0.02 0.06 -0.05
H -0.869 4.183 1.706 0.81 -1.50 -2.09
H 7.296 7.930 -4.680 0.13 -0.11 0.00
H -6.084 -5.809 0.717 0.07 -0.03 0.07
H -2.918 5.802 2.960 -1.01 -1.53 -1.88
H -6.398 -0.534 -2.059 -0.16 -0.03 0.02
H -2.848 -6.473 2.077 -0.06 -0.05 -0.44
H 0.834 1.109 0.657 -2.13 0.33 -1.72
H -4.115 2.120 4.437 0.81 2.11 -0.90
H -1.181 -0.822 -1.014 1.09 0.79 1.93
H -3.957 -6.285 -0.536 0.17 -0.09 0.19
H -8.952 -2.374 0.033 0.04 0.15 -0.12
H -1.606 2.100 -2.660 -1.58 -1.53 0.10
H 7.167 -1.451 -1.292 0.19 -0.14 -0.03
H -5.444 -7.423 1.106 0.03 0.14 -0.07
H -2.573 -2.971 7.560 0.13 0.15 -0.15
H 1.248 -2.960 0.354 0.14 -0.09 -0.37
H 8.079 3.556 -1.703 -0.13 -0.07 -0.02
H 4.078 -3.559 -0.109 -0.07 -0.22 -0.03
H 6.800 1.535 -2.397 0.17 -0.09 0.17
H 8.063 5.873 -2.535 -0.25 -0.05 -0.10
H 1.573 -6.235 -1.038 -0.07 0.07 0.06
H 0.238 5.976 1.152 0.07 -0.88 -2.01
H 5.525 1.716 0.389 0.04 0.13 -0.10
H -4.422 -3.911 0.147 0.12 -0.03 0.04
H 6.028 5.876 -4.523 0.15 -0.09 0.40
H 0.474 -1.113 -0.160 -2.36 1.52 0.02
H -2.593 -4.162 4.731 -0.13 0.07 0.09
```
Forces are in eV/Å.

Charge: -1
Orbital gap (eV): 6.733
LUMO energy (eV): 1.8
HOMO (eV): -4.96